#P
C8H11NO2S4SbTc | the ωB97M-V functional and the def2-TZVPD basis

```
28
Properties=species:S:1:pos:R:3:lowdin_charge:R:1
S 3.86 -4.04 -1.58 -0.3313
O -1.69 0.63 -1.16 -0.2164
C 1.11 2.62 0.78 -0.2691
C -2.15 -1.64 -0.43 -0.1109
H -2.21 2.56 1.02 0.1136
H -1.02 0.76 2.59 0.1000
Tc 0.08 0.96 -0.20 1.0020
C -0.71 -2.00 -0.74 -0.2488
C -0.16 3.16 0.43 -0.1795
H -0.34 3.97 -0.26 0.1000
S 1.71 0.89 -1.65 0.0308
H -2.32 -1.63 0.65 0.1169
Sb 4.06 -1.79 -1.08 0.1433
N 0.20 -1.18 0.07 -0.1261
S 3.51 -1.18 1.06 -0.2681
S 2.14 -0.97 -2.49 -0.1374
H 1.66 0.96 2.19 0.0669
H 0.02 -1.38 1.05 0.0948
C -1.15 2.44 1.14 -0.1729
H 1.18 -1.45 -0.07 -0.0572
H 2.06 2.96 0.42 0.0954
C 0.90 1.54 1.71 -0.2571
O -3.78 -0.11 -1.24 0.0327
C -0.52 1.45 1.93 -0.2057
H -0.48 -1.83 -1.79 0.0832
C -2.60 -0.28 -0.98 -0.6338
H -0.53 -3.06 -0.53 0.1202
H -2.83 -2.38 -0.84 0.1144
```

* E_HOMO (spin up / spin down): -0.1713 / -0.1783 Ha
* gap between HOMO and LUMO (spin up / spin down): 0.2558 / 0.2090 Ha
* charge: -1
* 2S+1: 2


#Q
C8H11NO2S4SbTc | the ωB97M-V functional and the def2-TZVPD basis

```
28
Properties=species:S:1:pos:R:3:lowdin_charge:R:1
C 1.15 2.45 -0.62 -0.6386
C -1.31 -0.93 1.77 -0.3446
O 0.02 2.04 -0.13 -0.2742
H 3.11 1.94 -1.24 0.1113
C -0.32 0.01 2.19 -0.2464
S -2.76 1.53 0.62 -0.0795
S -2.48 -1.05 -1.30 -0.1005
H 1.28 0.78 -2.71 0.0925
H 2.70 -0.17 -2.27 0.1087
H 2.50 0.92 0.07 0.1016
C -0.63 -2.01 1.14 -0.1837
S -5.71 -0.84 0.80 -0.4273
H 1.89 -0.16 2.23 0.1018
C 2.24 1.41 -0.87 -0.1125
H -0.51 0.91 2.75 0.1006
H 1.53 -2.54 1.08 0.0951
H -2.37 -0.88 1.97 0.0716
Sb -4.52 0.44 -0.66 0.2166
C 1.81 0.34 -1.87 -0.2532
N 0.91 -0.64 -1.22 -0.1218
H 0.47 -1.22 -1.92 0.0462
C 0.76 -1.85 1.40 -0.1701
H -1.11 -2.87 0.70 0.0945
C 0.94 -0.61 1.99 -0.1267
S -1.54 0.38 -2.41 0.0096
H 1.45 -1.23 -0.59 0.0549
O 1.40 3.62 -0.85 0.0398
Tc -0.89 0.22 -0.06 0.8341
```

* E_HOMO (spin up / spin down): -0.1529 / -0.1505 Ha
* gap between HOMO and LUMO (spin up / spin down): 0.2276 / 0.2219 Ha
* charge: -1
* 2S+1: 2


Tell me which of them is the most stable. Sure, it is #P.


#P
C4H10NOS2 | the ωB97M-V functional and the def2-TZVPD basis

```
18
Properties=species:S:1:pos:R:3:lowdin_charge:R:1
C -2.23 0.02 -0.47 -0.3856
H 0.75 -0.91 0.03 0.0254
O 1.46 1.12 1.04 -0.1741
H 1.58 1.90 -0.86 0.0622
N -0.20 -0.78 0.59 -0.0259
H -2.79 -0.02 -1.40 0.0967
H -2.92 0.16 0.35 0.0934
H -0.95 -1.54 -1.24 0.1331
S -1.09 1.44 -0.53 1.0089
H 3.10 1.60 0.04 0.1051
H -0.57 0.96 1.83 0.1323
H -0.16 -1.31 1.46 0.1906
C -0.26 0.66 0.83 -0.4079
H 3.20 -0.93 -0.34 -0.0969
C -1.34 -1.20 -0.28 -0.1635
C 2.09 1.24 -0.15 -0.5630
S 2.23 -0.39 -1.07 0.8278
H -1.89 -2.02 0.19 0.1414
```

* E_HOMO: -0.5090 Ha
* gap between HOMO and LUMO: 0.3762 Ha
* charge: +1


#Q
C4H10NOS2 | the ωB97M-V functional and the def2-TZVPD basis

```
18
Properties=species:S:1:pos:R:3:lowdin_charge:R:1
N 2.32 0.19 1.17 0.1117
H -3.58 1.50 1.24 0.0408
H 0.70 -0.05 -1.89 0.0896
H 1.84 1.45 -0.44 0.1416
C 3.23 -0.24 -1.00 -0.2045
H -3.26 -0.19 1.55 0.0102
S -0.66 -0.18 0.05 0.9512
S -4.16 0.03 -0.69 0.7692
H -4.97 0.37 1.48 0.0342
C -3.97 0.49 1.08 -0.4328
H 1.00 -1.47 -0.83 0.1052
C 0.83 -0.38 -0.86 -0.5067
H 2.80 -0.68 1.36 0.1117
O 3.65 -1.31 -0.68 0.1334
H 3.54 0.19 -1.97 0.1555
C 2.10 0.42 -0.22 -0.3135
H 1.45 0.04 1.66 0.0675
H -2.86 -0.17 -1.00 -0.2642
```

* E_HOMO: -0.4740 Ha
* gap between HOMO and LUMO: 0.1360 Ha
* charge: +1


Tell me which of them is the most stable. Sure, it is #P.


#P
C6H9O2 | the ωB97M-V functional and the def2-TZVPD basis

```
17
Properties=species:S:1:pos:R:3:lowdin_charge:R:1
C -1.44 0.06 1.52 -0.2190
H 0.64 0.25 -2.60 0.0982
H -2.41 0.57 1.51 0.0886
H -2.06 -1.56 2.67 0.0390
C -1.24 -1.07 2.18 -0.0191
H -1.25 0.07 -1.14 0.1063
C 0.83 0.49 -1.54 -0.1566
H -0.28 -1.56 2.07 0.0642
H -0.10 -1.02 -0.36 0.0879
C -0.25 0.02 -0.64 -0.2435
C -0.48 0.86 0.67 -0.2058
H -0.97 1.79 0.37 0.0897
H 1.01 1.56 -1.49 0.0887
O 2.06 -1.55 -1.16 -0.0792
H 0.50 1.13 1.07 0.1133
O 3.24 0.32 -1.65 -0.1047
C 2.20 -0.36 -1.47 -0.7481
```

* E_HOMO: -0.1389 Ha
* gap between HOMO and LUMO: 0.2752 Ha
* charge: -1


#Q
C6H9O2 | the ωB97M-V functional and the def2-TZVPD basis

```
17
Properties=species:S:1:pos:R:3:lowdin_charge:R:1
H -0.45 0.54 -1.45 0.1034
H -0.05 -1.11 -2.07 0.1018
H 1.78 -0.64 0.15 0.0939
C -0.70 -0.97 0.14 -0.2493
C -1.82 0.04 2.00 -0.0238
C 1.87 1.37 -0.58 -0.7809
O 1.24 2.09 -1.45 -0.1412
H -0.97 1.12 0.18 0.1081
H -2.14 -0.92 2.25 0.0217
C -1.29 0.23 0.76 -0.1966
H 2.28 -0.57 -1.54 0.0799
H -2.15 0.87 2.62 0.0344
H -1.70 -1.46 -0.19 0.1251
O 2.60 1.69 0.31 -0.0319
C 1.62 -0.14 -0.82 -0.1382
C 0.12 -0.44 -1.14 -0.2104
H -0.21 -1.68 0.83 0.1041
```

* E_HOMO: -0.1451 Ha
* gap between HOMO and LUMO: 0.2852 Ha
* charge: -1


Tell me which of them is the most stable. Sure, it is #P.


#P
CH4N4 | the ωB97M-V functional and the def2-TZVPD basis

```
9
Properties=species:S:1:pos:R:3:lowdin_charge:R:1
N -0.90 1.05 -0.49 0.0049
N -1.46 -0.07 -1.20 -0.0005
N 1.01 0.34 1.39 0.0982
N 0.14 0.07 -0.13 -0.1044
H 2.03 0.22 1.18 0.0521
H 0.75 -0.45 1.92 -0.0042
H -0.58 1.70 -1.20 0.0974
H -0.35 -1.96 -0.82 0.1250
C -0.64 -0.89 -0.64 -0.2685
```

* E_HOMO: -0.3435 Ha
* gap between HOMO and LUMO: 0.3651 Ha


#Q
CH4N4 | the ωB97M-V functional and the def2-TZVPD basis

```
9
Properties=species:S:1:pos:R:3:lowdin_charge:R:1
H -2.25 -0.11 -1.01 0.1033
N 0.63 -0.08 0.30 -0.0269
H -1.95 -0.72 0.70 0.0647
N 1.73 -0.12 -0.23 -0.1047
H -2.38 0.98 0.51 0.0857
C -1.77 0.14 0.01 -0.1464
N 2.92 -0.14 0.19 0.0495
H 3.47 -0.51 -0.59 0.0432
N -0.40 0.58 0.12 -0.0684
```

* E_HOMO (spin up / spin down): -0.3139 / -0.3140 Ha
* gap between HOMO and LUMO (spin up / spin down): 0.3063 / 0.3063 Ha


#R
CH4N4 | the ωB97M-V functional and the def2-TZVPD basis

```
9
Properties=species:S:1:pos:R:3:lowdin_charge:R:1
N -1.14 -0.57 -0.36 -0.0228
H 0.78 0.90 -1.42 0.0913
C 0.60 0.98 -0.31 -0.0780
H -0.85 0.80 1.09 0.2018
N -0.52 0.45 0.10 -0.2763
H 0.79 1.92 0.05 0.0215
H -1.96 -0.88 0.16 0.0497
N 0.72 -2.12 0.21 0.0039
N 1.57 -1.48 0.47 0.0089
```

* E_HOMO (spin up / spin down): -0.3033 / -0.3033 Ha
* gap between HOMO and LUMO (spin up / spin down): 0.3346 / 0.3346 Ha


Tell me which of them is the most stable. Sure, it is #R.